[1]
{"formula": "C16H21NO4S", "method": "ωB97M-V with the def2-TZVPD basis set", "orbital_gap_ha": 0.311, "smiles": "COC(=O)[C@@H](CCSC)NC(=O)/C=C/c1ccc(OC)cc1", "e_above_lowest_kj_mol": 0.0, "species": ["C", "H", "H", "H", "O", "C", "O", "C", "N", "C", "O", "C", "C", "C", "C", "C", "C", "C", "C", "H", "H", "O", "C", "H", "H", "H", "H", "H", "H", "H", "H", "H", "C", "C", "H", "H", "S", "C", "H", "H", "H", "H", "H"], "positions_angstrom": [[2.956, -0.613, 4.232], [2.077, -0.357, 4.817], [3.733, 0.142, 4.357], [3.355, -1.583, 4.536], [2.530, -0.659, 2.875], [3.460, -1.001, 1.980], [4.590, -1.294, 2.265], [2.913, -0.993, 0.557], [1.507, -0.701, 0.506], [1.030, 0.403, -0.139], [1.767, 1.146, -0.763], [-0.425, 0.584, -0.028], [-1.020, 1.623, -0.629], [-2.425, 1.963, -0.628], [-3.396, 1.213, 0.037], [-4.729, 1.573, 0.014], [-5.134, 2.708, -0.685], [-4.172, 3.469, -1.356], [-2.849, 3.102, -1.327], [-2.118, 3.700, -1.850], [-4.499, 4.345, -1.894], [-6.412, 3.155, -0.774], [-7.431, 2.436, -0.121], [-7.513, 1.415, -0.507], [-8.353, 2.975, -0.331], [-7.269, 2.405, 0.962], [-5.445, 0.964, 0.542], [-3.110, 0.329, 0.585], [-0.372, 2.291, -1.183], [-0.969, -0.148, 0.550], [0.891, -1.260, 1.074], [3.409, -0.174, 0.016], [3.259, -2.327, -0.125], [2.977, -2.268, -1.618], [3.590, -1.514, -2.111], [1.927, -2.043, -1.802], [3.278, -3.866, -2.436], [5.092, -3.861, -2.481], [5.435, -2.964, -2.988], [5.491, -3.912, -1.473], [5.391, -4.741, -3.041], [4.314, -2.533, 0.060], [2.669, -3.130, 0.323]], "nbo_charge": [-0.261, 0.196, 0.196, 0.195, -0.508, 0.793, -0.595, -0.169, -0.607, 0.653, -0.638, -0.325, -0.086, -0.160, -0.090, -0.327, 0.321, -0.260, -0.141, 0.215, 0.227, -0.486, -0.253, 0.177, 0.203, 0.177, 0.219, 0.198, 0.228, 0.191, 0.400, 0.269, -0.407, -0.523, 0.218, 0.230, 0.179, -0.739, 0.213, 0.212, 0.231, 0.230, 0.206]}

[2]
{"formula": "C3H3NO", "method": "ωB97M-V with the def2-TZVPD basis set", "orbital_gap_ha": 0.382, "smiles": "C=CN=C=O", "e_above_lowest_kj_mol": 10.8, "species": ["O", "C", "C", "N", "C", "H", "H", "H"], "positions_angstrom": [[0.105, -2.697, 0.627], [-0.209, 0.780, -0.957], [0.101, 0.776, 0.336], [0.077, -0.373, 1.146], [0.085, -1.545, 0.832], [-0.149, 1.689, -1.543], [0.398, 1.672, 0.871], [-0.531, -0.129, -1.460]], "nbo_charge": [-0.491, -0.432, -0.013, -0.572, 0.889, 0.214, 0.207, 0.199]}

[3]
{"formula": "C4H11NO", "method": "ωB97M-V with the def2-TZVPD basis set", "orbital_gap_ha": 0.177, "e_above_lowest_kj_mol": 626.9, "species": ["C", "C", "C", "C", "N", "H", "H", "H", "H", "H", "H", "H", "H", "H", "H", "H", "O"], "positions_angstrom": [[-1.450, -0.550, -1.351], [-0.961, 0.570, -0.494], [-0.599, 0.418, 0.859], [-1.182, -0.499, 1.672], [0.315, 1.351, 1.425], [-1.040, -1.476, -0.973], [-1.077, -0.440, -2.364], [-2.547, -0.571, -1.406], [-0.544, 1.471, -0.937], [1.290, -1.002, -1.246], [-1.674, -1.369, 1.261], [-1.058, -0.462, 2.745], [1.101, 1.442, 0.794], [0.649, 0.966, 2.294], [3.430, -0.429, -0.537], [2.243, 0.108, -1.034], [3.106, 0.471, -0.708]], "nbo_charge": [-0.691, 0.103, 0.051, -0.296, -0.807, 0.250, 0.255, 0.222, 0.222, -0.408, 0.209, 0.204, 0.400, 0.371, 0.462, 0.448, -0.995]}

[4]
{"formula": "C3HNOS2", "method": "ωB97M-V with the def2-TZVPD basis set", "orbital_gap_ha": 0.271, "smiles": "O=C1SC=NC1=S", "e_above_lowest_kj_mol": 134.6, "species": ["C", "C", "C", "H", "N", "O", "S", "S"], "positions_angstrom": [[-0.926, -0.803, 0.046], [0.775, 0.847, 0.869], [0.174, -0.369, -0.884], [1.446, 1.685, 1.490], [1.207, 0.414, -0.253], [-1.862, -1.590, -0.248], [-0.776, 0.509, 1.472], [-0.038, -0.695, -2.492]], "nbo_charge": [0.399, -0.060, -0.111, 0.236, -0.460, -0.447, 0.235, 0.208]}

[5]
{"formula": "C8H18O2", "method": "ωB97M-V with the def2-TZVPD basis set", "orbital_gap_ha": 0.318, "e_above_lowest_kj_mol": 407.4, "species": ["C", "C", "C", "C", "O", "O", "C", "C", "C", "C", "H", "H", "H", "H", "H", "H", "H", "H", "H", "H", "H", "H", "H", "H", "H", "H", "H", "H"], "positions_angstrom": [[0.476, 1.144, 2.801], [0.653, 0.126, 1.676], [2.121, 0.035, 1.267], [0.171, -1.252, 2.124], [-0.140, 0.659, 0.673], [0.139, -0.660, -0.673], [-0.653, -0.126, -1.676], [-0.476, -1.144, -2.801], [-0.171, 1.252, -2.123], [-2.122, -0.035, -1.267], [-0.584, 1.219, 3.077], [1.055, 0.862, 3.695], [0.805, 2.136, 2.466], [2.216, -0.697, 0.462], [2.456, 1.010, 0.890], [2.747, -0.262, 2.121], [0.309, -1.956, 1.300], [0.731, -1.593, 3.007], [-0.898, -1.204, 2.365], [-0.805, -2.136, -2.467], [-1.054, -0.862, -3.695], [0.584, -1.220, -3.077], [-0.309, 1.955, -1.300], [0.899, 1.203, -2.364], [-0.730, 1.593, -3.007], [-2.216, 0.697, -0.463], [-2.747, 0.262, -2.121], [-2.456, -1.010, -0.891]], "nbo_charge": [-0.609, 0.226, -0.631, -0.631, -0.310, -0.310, 0.226, -0.609, -0.631, -0.631, 0.217, 0.222, 0.217, 0.230, 0.212, 0.207, 0.230, 0.207, 0.212, 0.217, 0.222, 0.217, 0.230, 0.212, 0.207, 0.230, 0.207, 0.212]}

[6]
{"formula": "C33H59BrClF10N3O5S2", "method": "ωB97M-V with the def2-TZVPD basis set", "orbital_gap_ha": 0.218, "smiles": "C=C[C@@]1(S(=O)(=O)C(F)(F)C(F)(F)C(F)(F)C(F)(F)F)[C@@](CCCF)([C@@H](Br)CC)[C@@](Cl)(CCN)[C@@](C)(CC)OS1(=O)=O.CCN(CC)CC.CCN(CC)CC", "species": ["C", "C", "C", "S", "O", "O", "C", "F", "F", "C", "F", "F", "C", "F", "F", "C", "F", "F", "F", "C", "C", "C", "C", "F", "C", "Br", "C", "C", "C", "Cl", "C", "C", "N", "C", "C", "C", "C", "O", "S", "O", "O", "H", "H", "H", "H", "H", "H", "H", "H", "H", "H", "H", "H", "H", "H", "H", "H", "H", "H", "H", "H", "H", "H", "H", "H", "H", "H", "H", "H", "H", "C", "C", "N", "C", "C", "C", "C", "H", "H", "H", "H", "H", "H", "H", "H", "H", "H", "H", "H", "H", "H", "H", "C", "C", "N", "C", "C", "C", "C", "H", "H", "H", "H", "H", "H", "H", "H", "H", "H", "H", "H", "H", "H", "H"], "positions_angstrom": [[-4.162, -1.549, 2.396], [-3.483, -0.366, 2.088], [-2.652, -0.043, 0.897], [-3.886, 0.114, -0.525], [-4.074, 1.422, -1.104], [-5.178, -0.233, 0.004], [-3.753, -0.960, -2.024], [-3.889, -2.243, -1.757], [-2.620, -0.849, -2.728], [-4.874, -0.614, -3.112], [-5.204, -1.769, -3.693], [-6.007, -0.106, -2.630], [-4.384, 0.302, -4.272], [-3.726, -0.371, -5.204], [-3.668, 1.359, -3.897], [-5.627, 0.921, -5.038], [-5.136, 1.361, -6.206], [-6.105, 1.979, -4.437], [-6.545, 0.035, -5.339], [-1.725, 1.232, 1.246], [-1.305, 2.015, -0.042], [-0.952, 1.316, -1.369], [0.069, 2.185, -2.137], [-0.495, 3.351, -2.598], [-2.583, 2.328, 2.016], [-1.659, 4.060, 2.261], [-4.027, 2.660, 1.591], [-4.317, 3.851, 0.633], [-0.464, 0.840, 2.157], [0.975, 2.000, 1.930], [-0.607, 1.026, 3.692], [-1.479, 0.030, 4.498], [-0.783, -0.299, 5.780], [0.238, -0.529, 1.828], [1.268, -0.484, 0.645], [1.200, -1.002, 2.985], [1.970, -2.307, 2.617], [-0.644, -1.674, 1.785], [-1.725, -1.582, 0.618], [-1.064, -1.715, -0.652], [-2.556, -2.739, 0.767], [-3.696, -2.458, 2.773], [-5.254, -1.557, 2.294], [-3.614, 0.333, 2.914], [-0.522, 2.750, 0.128], [-2.136, 2.674, -0.307], [-0.506, 0.322, -1.385], [-1.808, 1.328, -2.050], [0.881, 2.439, -1.438], [0.547, 1.599, -2.929], [-2.715, 2.047, 3.059], [-4.655, 1.817, 1.302], [-4.556, 2.991, 2.498], [-3.462, 4.264, 0.098], [-5.012, 3.487, -0.132], [-4.836, 4.681, 1.117], [-0.948, 2.028, 3.973], [0.361, 1.046, 4.189], [-2.457, 0.458, 4.740], [-1.630, -0.925, 3.987], [-1.458, -0.189, 6.530], [-0.549, -1.286, 5.795], [1.279, -1.457, 0.153], [2.266, -0.244, 0.998], [1.034, 0.247, -0.128], [0.654, -1.246, 3.898], [1.947, -0.239, 3.195], [2.975, -2.022, 2.287], [1.526, -2.870, 1.796], [2.104, -2.964, 3.479], [5.555, -4.269, 6.973], [5.522, -3.243, 5.849], [5.479, -1.872, 6.322], [5.151, -0.914, 5.281], [6.140, -0.752, 4.122], [6.546, -1.477, 7.227], [7.992, -1.623, 6.740], [4.723, -4.120, 7.664], [5.472, -5.275, 6.558], [6.487, -4.228, 7.538], [4.620, -3.432, 5.260], [6.376, -3.424, 5.179], [4.979, 0.065, 5.737], [4.181, -1.200, 4.857], [7.030, -0.200, 4.421], [5.671, -0.181, 3.316], [6.449, -1.710, 3.703], [6.441, -2.058, 8.147], [6.379, -0.444, 7.541], [8.173, -2.583, 6.253], [8.672, -1.558, 7.592], [8.272, -0.828, 6.050], [0.003, 2.637, -9.229], [0.420, 1.206, -8.922], [0.887, 1.022, -7.561], [1.556, -0.250, -7.347], [0.730, -1.532, -7.504], [-0.034, 1.432, -6.513], [-1.425, 0.789, -6.485], [0.806, 3.338, -8.994], [-0.228, 2.735, -10.291], [-0.889, 2.932, -8.674], [1.236, 0.949, -9.604], [-0.416, 0.533, -9.169], [2.016, -0.246, -6.354], [2.397, -0.304, -8.047], [0.055, -1.685, -6.662], [1.397, -2.396, -7.536], [0.145, -1.538, -8.424], [-0.165, 2.515, -6.583], [0.446, 1.283, -5.541], [-1.887, 0.752, -7.472], [-2.081, 1.373, -5.842], [-1.397, -0.220, -6.077]], "lowdin_charge": [0.129, -0.204, -0.356, 0.819, -0.257, -0.255, -0.463, 0.151, 0.123, -0.367, 0.175, 0.165, -0.374, 0.162, 0.164, -0.579, 0.162, 0.211, 0.210, -0.293, -0.204, -0.165, -0.211, -0.025, -0.578, 0.832, -0.276, -0.135, -0.477, 0.765, -0.240, -0.245, 0.003, -0.461, -0.067, -0.178, -0.073, -0.160, 0.659, -0.241, -0.232, 0.083, 0.096, 0.109, 0.041, 0.089, 0.085, 0.088, 0.114, 0.113, 0.048, 0.080, 0.113, 0.047, 0.065, 0.071, 0.072, 0.086, 0.106, 0.096, 0.063, 0.061, 0.091, 0.077, 0.054, 0.091, 0.102, 0.072, 0.076, 0.073, -0.091, -0.276, -0.198, -0.249, -0.084, -0.247, -0.083, 0.079, 0.072, 0.064, 0.112, 0.101, 0.113, 0.096, 0.055, 0.067, 0.067, 0.101, 0.115, 0.067, 0.072, 0.054, -0.092, -0.277, -0.198, -0.252, -0.087, -0.236, -0.077, 0.079, 0.071, 0.064, 0.117, 0.100, 0.110, 0.108, 0.054, 0.069, 0.066, 0.105, 0.104, 0.077, 0.057, 0.053]}